{
  "formula": "C48H60N3O3PS",
  "method": "wB97M-V/def2-TZVPD",
  "elements": ["C", "C", "N", "C", "C", "C", "C", "C", "C", "C", "C", "O", "C", "O", "C", "C", "O", "C", "P", "C", "C", "C", "N", "S", "N", "C", "H", "H", "H", "H", "H", "H", "H", "H", "H", "H", "H", "H", "H", "H", "H", "H", "H", "H", "H", "H", "H", "H", "H", "H", "H", "H", "H", "H", "H", "H", "C", "C", "C", "C", "C", "C", "H", "H", "H", "H", "H", "H", "C", "C", "C", "C", "C", "C", "H", "H", "H", "H", "H", "H", "C", "C", "C", "C", "C", "C", "H", "H", "H", "H", "H", "H", "C", "C", "C", "C", "C", "C", "H", "H", "H", "H", "H", "H", "C", "C", "C", "C", "C", "C", "H", "H", "H", "H", "H", "H"],
  "positions_angstrom": [[-4.507, -2.842, 3.558], [-4.673, -1.929, 2.245], [-4.377, -2.746, 1.004], [-3.162, -2.245, 0.424], [-1.882, -2.957, 0.395], [-1.884, -4.396, 1.013], [-2.807, -5.439, 0.242], [-3.563, -6.289, 1.375], [-2.028, -6.419, -0.722], [-0.633, -2.310, -0.213], [0.737, -3.051, -0.203], [0.658, -4.439, -0.593], [2.001, -4.928, -0.734], [2.198, -6.225, -0.188], [1.745, -6.331, 1.168], [2.501, -5.409, 2.209], [1.599, -5.202, 3.334], [-0.636, -0.959, -0.800], [0.871, -0.143, -1.538], [0.574, 1.663, -1.932], [2.235, -0.147, -0.214], [-1.958, -0.249, -0.795], [-2.323, 0.971, -1.280], [-3.916, 1.342, -1.039], [-4.318, -0.078, -0.239], [-3.214, -0.865, -0.180], [-4.261, -2.193, 4.446], [-5.470, -3.408, 3.689], [-3.676, -3.589, 3.459], [-5.747, -1.600, 2.248], [-3.959, -1.079, 2.382], [-4.282, -3.698, 1.361], [-0.865, -4.832, 1.167], [-2.335, -4.283, 2.048], [-3.617, -4.853, -0.277], [-3.792, -7.338, 1.052], [-2.924, -6.356, 2.299], [-4.529, -5.787, 1.683], [-1.905, -7.405, -0.180], [-1.056, -5.984, -1.063], [-2.683, -6.667, -1.612], [1.528, -2.561, -0.827], [1.116, -3.033, 0.872], [2.226, -4.984, -1.843], [2.781, -4.246, -0.294], [0.642, -6.148, 1.271], [1.938, -7.401, 1.476], [3.388, -5.938, 2.653], [2.759, -4.385, 1.833], [0.738, -4.883, 3.006], [-0.082, 1.828, -2.835], [0.115, 2.228, -1.078], [1.581, 2.138, -2.131], [2.764, 0.852, -0.175], [2.965, -0.950, -0.504], [1.828, -0.299, 0.831], [-3.825, 3.490, 2.011], [-2.948, 3.286, 3.070], [-2.932, 4.171, 4.141], [-3.800, 5.256, 4.158], [-4.680, 5.459, 3.102], [-4.690, 4.579, 2.026], [-3.835, 2.801, 1.175], [-2.276, 2.435, 3.059], [-2.243, 4.015, 4.963], [-3.791, 5.944, 4.996], [-5.358, 6.304, 3.116], [-5.372, 4.740, 1.200], [1.642, 5.729, -1.409], [1.662, 5.139, -0.150], [2.871, 4.924, 0.498], [4.062, 5.307, -0.109], [4.043, 5.901, -1.365], [2.833, 6.108, -2.017], [0.698, 5.892, -1.916], [0.733, 4.845, 0.326], [2.885, 4.457, 1.476], [5.006, 5.143, 0.399], [4.972, 6.201, -1.836], [2.818, 6.566, -3.000], [5.220, 2.023, 4.103], [5.461, 2.735, 2.934], [5.537, 2.068, 1.717], [5.363, 0.690, 1.667], [5.119, -0.021, 2.836], [5.052, 0.644, 4.054], [5.164, 2.543, 5.052], [5.589, 3.811, 2.971], [5.731, 2.622, 0.806], [5.418, 0.171, 0.717], [4.982, -1.096, 2.798], [4.867, 0.089, 4.966], [6.542, 9.353, -3.525], [7.528, 9.472, -4.497], [7.427, 8.753, -5.682], [6.335, 7.921, -5.898], [5.347, 7.804, -4.928], [5.453, 8.517, -3.739], [6.623, 9.911, -2.599], [8.376, 10.126, -4.331], [8.199, 8.841, -6.437], [6.254, 7.363, -6.824], [4.495, 7.156, -5.098], [4.685, 8.421, -2.980], [-6.051, -4.303, -1.911], [-5.077, -4.140, -2.890], [-5.162, -4.851, -4.081], [-6.227, -5.718, -4.298], [-7.203, -5.879, -3.321], [-7.112, -5.175, -2.126], [-5.981, -3.751, -0.980], [-4.250, -3.458, -2.723], [-4.400, -4.729, -4.841], [-6.296, -6.269, -5.229], [-8.034, -6.554, -3.491], [-7.870, -5.304, -1.362]],
  "homo_energy_ha": -0.2762,
  "smiles": "CCNc1c(CC(C)C)c(COCOCCO)c(P(C)C)c2nsnc12.c1ccccc1.c1ccccc1.c1ccccc1.c1ccccc1.c1ccccc1",
  "max_force_ev_per_a": 3.881,
  "de_lowest_kcal_mol": 71.0,
  "total_energy_ha": -2994.39616,
  "molar_mass_g_mol": 790.067,
  "e_lumo_ev": -0.80
}


{
  "formula": "C48H62Cl3N8O4S2Sc",
  "method": "wB97M-V/def2-TZVPD",
  "elements": ["Sc", "O", "C", "O", "C", "C", "C", "C", "C", "C", "C", "C", "C", "N", "H", "H", "H", "H", "H", "H", "Cl", "C", "Cl", "H", "H", "N", "S", "C", "C", "C", "C", "C", "C", "C", "C", "C", "C", "C", "C", "H", "H", "H", "H", "H", "H", "H", "H", "H", "H", "H", "C", "C", "C", "C", "C", "O", "C", "C", "C", "C", "C", "C", "Cl", "C", "C", "C", "N", "C", "N", "C", "N", "H", "H", "H", "H", "H", "H", "H", "H", "H", "H", "H", "H", "H", "H", "H", "H", "H", "H", "H", "H", "H", "H", "C", "N", "C", "C", "S", "N", "C", "C", "H", "H", "H", "H", "H", "H", "H", "H", "H", "H", "H", "H", "C", "N", "C", "C", "C", "O", "H", "H", "H", "H", "H", "H", "H", "H", "H"],
  "positions_angstrom": [[-0.598, 1.022, 0.590], [-2.935, 0.132, 3.791], [-2.557, 0.184, 2.646], [-1.313, 0.268, 2.263], [-3.541, 0.176, 1.494], [-4.871, -0.190, 1.760], [-5.750, -0.233, 0.719], [-5.314, 0.145, -0.567], [-6.197, 0.171, -1.674], [-5.768, 0.602, -2.894], [-4.432, 1.031, -3.053], [-3.553, 0.997, -2.009], [-3.965, 0.540, -0.737], [-3.073, 0.513, 0.305], [-5.140, -0.441, 2.775], [-6.778, -0.539, 0.866], [-7.221, -0.149, -1.527], [-6.445, 0.625, -3.736], [-4.106, 1.396, -4.019], [-2.541, 1.346, -2.121], [0.546, 2.178, 3.666], [0.549, 0.601, 4.493], [1.471, -0.594, 3.575], [-0.480, 0.270, 4.569], [1.023, 0.735, 5.458], [-1.342, 2.981, 1.049], [-1.697, 4.235, 0.114], [-1.528, 5.675, 1.144], [-0.301, 6.326, 1.073], [-0.067, 7.419, 1.892], [-1.055, 7.849, 2.768], [-2.278, 7.194, 2.826], [-2.525, 6.101, 2.010], [-3.439, 4.226, -0.251], [-4.345, 3.565, 0.563], [-5.686, 3.564, 0.209], [-6.101, 4.214, -0.946], [-5.182, 4.870, -1.754], [-3.839, 4.875, -1.411], [-1.727, 3.091, 1.986], [0.456, 5.986, 0.375], [0.878, 7.942, 1.838], [-0.875, 8.706, 3.402], [-3.047, 7.540, 3.503], [-3.486, 5.605, 2.040], [-4.014, 3.045, 1.454], [-6.406, 3.056, 0.837], [-7.148, 4.209, -1.219], [-5.510, 5.375, -2.652], [-3.112, 5.378, -2.038], [1.569, -6.400, -3.711], [1.001, -6.468, -2.289], [-0.527, -6.595, -2.358], [1.536, -7.736, -1.611], [1.393, -5.202, -1.455], [0.781, -5.252, -0.177], [2.918, -5.057, -1.313], [3.403, -3.896, -0.431], [3.343, -4.146, 1.059], [4.372, -4.848, 1.680], [4.362, -5.089, 3.046], [3.301, -4.621, 3.805], [3.273, -4.902, 5.513], [2.259, -3.926, 3.211], [2.288, -3.690, 1.846], [0.816, -3.934, -2.159], [0.189, -2.955, -1.276], [0.586, -1.726, -0.967], [-0.321, -1.136, -0.196], [-1.282, -2.103, -0.068], [-1.016, -3.202, -0.717], [1.197, -7.247, -4.289], [2.658, -6.454, -3.724], [1.264, -5.496, -4.244], [-0.786, -7.579, -2.748], [-0.989, -5.866, -3.026], [-0.978, -6.486, -1.373], [1.199, -8.609, -2.169], [1.153, -7.843, -0.594], [2.625, -7.777, -1.586], [1.267, -5.874, 0.376], [3.342, -4.939, -2.312], [3.334, -5.981, -0.910], [2.852, -2.985, -0.669], [4.444, -3.697, -0.695], [5.207, -5.209, 1.089], [5.168, -5.632, 3.519], [1.433, -3.578, 3.817], [1.459, -3.163, 1.386], [0.050, -4.207, -2.877], [1.608, -3.411, -2.697], [1.509, -1.277, -1.297], [-2.183, -1.986, 0.509], [2.711, 3.887, 1.529], [3.311, 2.634, 1.970], [3.855, 2.682, 3.329], [3.189, 1.493, 1.284], [1.976, 1.329, 0.049], [4.065, 0.509, 1.492], [3.810, -0.857, 1.057], [5.443, 0.752, 1.920], [3.406, 4.693, 1.761], [1.768, 4.072, 2.048], [2.531, 3.860, 0.460], [3.188, 3.301, 3.927], [4.855, 3.115, 3.356], [3.866, 1.685, 3.760], [2.744, -1.056, 1.038], [4.275, -1.537, 1.771], [4.237, -1.034, 0.067], [5.700, 1.797, 1.782], [6.095, 0.153, 1.285], [5.612, 0.462, 2.957], [1.259, 2.479, -4.466], [0.702, 2.576, -3.117], [1.065, 3.772, -2.363], [-0.028, 1.611, -2.587], [-0.323, 0.389, -3.409], [-0.505, 1.713, -1.423], [1.513, 3.481, -4.802], [0.538, 2.063, -5.163], [2.164, 1.870, -4.471], [2.146, 3.899, -2.402], [0.751, 3.660, -1.332], [0.586, 4.645, -2.808], [-0.937, 0.652, -4.273], [-0.871, -0.322, -2.799], [0.593, -0.064, -3.787]],
  "homo_energy_ha": -0.4548,
  "max_force_ev_per_a": 0.500,
  "de_lowest_kcal_mol": 0.0,
  "total_energy_ha": -5542.75636,
  "molar_mass_g_mol": 1030.525,
  "charge": 2,
  "e_lumo_ev": -4.68
}